Entry from OMol25: one molecule with the formula C3H6FNO at a distorted geometry (ωB97M-V/def2-TZVPD).

Its largest force on an atom is 0.045 Eh/bohr. As for the net charge: 0. As for the lowest unoccupied orbital energy: 1.0 eV. As for the HOMO-LUMO gap: 10.589 eV.

Geometry as XYZ:
```
12
Properties=species:S:1:pos:R:3:forces:R:3:mulliken_charge:R:1
C -0.012126 1.324406 -0.034678 -0.4 -2.1 -0.5 -0.917
C -0.057285 -0.255218 -0.179952 -1.0 1.8 0.8 0.549
C 1.268316 -0.947246 0.081664 -0.9 0.7 0.2 -0.240
F 2.322070 -0.095622 -0.182651 0.2 0.1 0.0 -0.283
N -1.134674 -0.956667 -0.219640 2.2 0.5 0.4 -0.538
O -2.246444 -0.159392 -0.031445 -0.9 -0.5 -0.4 -0.362
H 0.594935 1.434497 0.845327 0.2 0.7 0.5 0.283
H -1.002637 1.798173 0.038343 0.5 -0.4 0.1 0.344
H 0.534973 1.721818 -0.887869 0.0 0.1 0.1 0.279
H 1.335509 -1.261648 1.137268 0.0 0.1 -0.4 0.207
H 1.320585 -1.753478 -0.588580 0.4 -1.5 -0.6 0.313
H -2.923219 -0.849627 0.022218 -0.1 0.5 -0.1 0.366
```
Positions in Å, forces in eV/Å.